{
  "formula": "C11H20F6N4O5S2",
  "method": "wB97M-V/def2-TZVPD",
  "homo_lumo_gap_ha": 0.2558,
  "lumo_ha": -0.041,
  "spin_multiplicity": 1,
  "e_homo_ev": -8.069,
  "total_charge": 0,
  "symbols": ["C", "C", "C", "C", "C", "N", "C", "N", "N", "C", "C", "C", "O", "H", "H", "H", "H", "H", "H", "H", "H", "H", "H", "H", "H", "H", "H", "H", "H", "H", "H", "H", "H", "C", "F", "F", "F", "S", "O", "O", "N", "S", "O", "O", "C", "F", "F", "F"],
  "coordinates": [[-2.678, -5.726, -0.376], [-2.412, -4.677, -1.463], [-2.488, -3.222, -0.959], [-3.791, -2.485, -1.327], [-4.496, -1.815, -0.156], [-3.692, -0.712, 0.416], [-2.794, -0.916, 1.412], [-3.111, -1.771, 2.430], [-1.678, -0.218, 1.441], [-0.611, -0.274, 2.448], [0.643, 0.218, 1.801], [0.714, 1.660, 1.416], [1.411, 1.135, 2.522], [-2.361, -5.363, 0.605], [-3.736, -5.982, -0.300], [-2.134, -6.649, -0.572], [-3.137, -4.807, -2.269], [-1.420, -4.847, -1.879], [-1.637, -2.673, -1.366], [-2.355, -3.228, 0.129], [-3.598, -1.733, -2.097], [-4.509, -3.188, -1.757], [-5.442, -1.383, -0.483], [-4.749, -2.522, 0.633], [-3.263, -0.196, -0.346], [-2.541, -1.675, 3.257], [-3.266, -2.738, 2.184], [-1.513, 0.442, 0.692], [-0.495, -1.313, 2.759], [-0.841, 0.363, 3.304], [1.164, -0.505, 1.182], [1.260, 1.791, 0.490], [-0.226, 2.168, 1.606], [6.764, 3.400, -2.192], [7.370, 3.070, -3.337], [6.779, 2.334, -1.389], [7.460, 4.374, -1.612], [5.038, 3.931, -2.580], [4.411, 2.768, -3.144], [5.177, 5.094, -3.406], [4.610, 4.230, -1.086], [3.183, 4.739, -0.690], [2.136, 3.764, -0.862], [2.878, 6.098, -1.034], [3.461, 4.757, 1.136], [4.427, 5.596, 1.490], [3.766, 3.540, 1.598], [2.322, 5.146, 1.733]]
}



{
  "formula": "C11H20FO7STl",
  "method": "wB97M-V/def2-TZVPD",
  "homo_lumo_gap_ha": 0.1070,
  "lumo_ha": -0.511,
  "spin_multiplicity": 1,
  "de_lowest_kcal_mol": 5.29,
  "e_homo_ev": -16.802,
  "total_charge": 2,
  "symbols": ["Tl", "F", "O", "C", "O", "C", "C", "C", "H", "H", "H", "H", "H", "H", "O", "C", "O", "C", "C", "C", "H", "H", "H", "H", "H", "H", "O", "S", "O", "O", "C", "C", "C", "H", "H", "H", "H", "H", "H", "H", "H"],
  "coordinates": [[1.720, 2.550, -0.182], [3.930, 2.869, 1.418], [1.578, 0.813, 2.169], [1.399, 0.622, 3.365], [0.177, 0.514, 3.832], [0.234, 0.336, 5.274], [1.587, 0.877, 5.736], [2.433, 0.651, 4.465], [0.133, -0.719, 5.525], [-0.551, 0.900, 5.770], [2.035, 0.261, 6.512], [1.539, 1.943, 5.938], [2.944, -0.321, 4.475], [3.262, 1.315, 4.221], [0.437, -0.083, -0.476], [0.536, -1.194, -0.953], [-0.381, -1.750, -1.722], [0.176, -2.892, -2.396], [1.286, -3.411, -1.505], [1.730, -2.133, -0.796], [0.609, -2.544, -3.346], [-0.566, -3.594, -2.768], [2.072, -3.907, -2.065], [0.817, -4.137, -0.839], [2.626, -1.722, -1.269], [2.003, -2.248, 0.252], [-1.606, 3.547, -4.084], [-1.374, 2.454, -3.227], [-0.458, 2.596, -2.107], [-2.766, 1.901, -2.694], [-2.743, 0.805, -1.775], [-4.178, 0.322, -1.619], [-0.787, 1.079, -4.216], [-2.413, 1.105, -0.775], [-2.077, -0.001, -2.086], [-4.496, -0.055, -2.592], [-4.807, 1.158, -1.322], [-4.253, -0.486, -0.895], [0.257, 1.354, -4.387], [-1.291, 1.087, -5.177], [-0.771, 0.138, -3.678]]
}



{
  "formula": "C11H20MnN4O2S2",
  "method": "wB97M-V/def2-TZVPD",
  "homo_lumo_gap_ha": [0.2355, 0.2964],
  "lumo_ha": [-0.478, -0.420],
  "spin_multiplicity": 5,
  "s_squared": 6.1449,
  "e_homo_ev": [-19.419, -19.497],
  "total_charge": 3,
  "symbols": ["Mn", "C", "C", "N", "N", "C", "N", "S", "C", "C", "C", "C", "C", "N", "H", "H", "H", "H", "H", "H", "H", "H", "H", "H", "C", "O", "H", "H", "H", "H", "C", "S", "C", "O", "H", "H", "H", "H", "H", "H"],
  "coordinates": [[-0.222, 0.642, -0.408], [-0.123, -0.559, 3.754], [-0.198, -0.487, 2.249], [-0.388, 0.637, 1.593], [-0.670, 1.756, 2.310], [-0.713, 2.943, 1.703], [-0.919, 4.049, 2.509], [-0.559, 3.129, 0.006], [-0.032, -1.692, 1.355], [0.400, -2.991, 1.760], [0.636, -3.970, 0.796], [0.518, -3.591, -0.585], [0.048, -2.328, -0.874], [-0.233, -1.391, 0.076], [0.842, -0.146, 4.056], [-0.298, -1.631, 4.032], [-0.975, -0.006, 4.167], [-1.036, 1.602, 3.256], [-1.039, 4.022, 3.521], [-1.208, 4.912, 2.054], [0.386, -3.278, 2.805], [0.691, -4.979, 1.090], [0.735, -4.308, -1.352], [-0.179, -2.050, -1.897], [3.234, -0.379, 0.395], [2.212, 0.329, -0.299], [2.741, -0.851, 1.265], [4.057, 0.278, 0.673], [3.670, -1.116, -0.278], [2.615, 1.136, -0.719], [-1.624, -0.149, -4.619], [-1.753, 0.688, -3.068], [-1.324, 2.383, -3.499], [-0.484, 0.201, -2.306], [-1.974, 0.524, -5.429], [-2.322, -0.988, -4.588], [-0.671, -0.569, -4.818], [-1.599, 2.594, -4.514], [-0.273, 2.588, -3.304], [-1.967, 3.045, -2.870]]
}



{
  "formula": "C11H20N2OPSn",
  "method": "wB97M-V/def2-TZVPD",
  "homo_lumo_gap_ha": [0.1015, 0.1015],
  "lumo_ha": [0.099, 0.099],
  "spin_multiplicity": 1,
  "e_homo_ev": [-0.056, -0.057],
  "total_charge": -1,
  "symbols": ["C", "C", "C", "C", "C", "Sn", "P", "H", "H", "H", "H", "H", "H", "H", "H", "C", "N", "C", "C", "C", "N", "C", "C", "O", "H", "H", "H", "H", "H", "H", "H", "H", "H", "H", "H", "H"],
  "coordinates": [[-1.667, -0.578, -1.894], [-0.660, -1.533, -2.129], [0.563, -0.840, -2.400], [0.285, 0.574, -2.380], [-1.080, 0.739, -2.055], [0.226, -0.167, 0.315], [-1.531, -1.007, 2.391], [-2.737, -0.778, -1.767], [-0.792, -2.616, -2.135], [1.521, -1.301, -2.665], [-1.639, 1.676, -2.049], [0.982, 1.363, -2.662], [-0.906, -1.711, 3.491], [-2.632, -1.890, 2.107], [-2.201, 0.040, 3.088], [1.740, -0.181, 4.065], [2.248, 1.092, 3.581], [2.216, 2.214, 4.497], [3.411, 3.082, 4.236], [3.421, 3.518, 2.801], [3.247, 2.378, 1.923], [3.731, 2.522, 0.564], [2.622, 1.234, 2.281], [2.403, 0.310, 1.419], [2.416, -0.568, 4.849], [1.704, -0.897, 3.240], [0.731, -0.072, 4.497], [1.294, 2.807, 4.366], [2.221, 1.806, 5.513], [4.323, 2.522, 4.451], [3.395, 3.956, 4.881], [4.365, 3.999, 2.521], [2.613, 4.252, 2.625], [3.361, 3.454, 0.115], [4.830, 2.571, 0.561], [3.408, 1.668, -0.038]]
}



{
  "formula": "C11H20N2S",
  "method": "wB97M-V/def2-TZVPD",
  "homo_lumo_gap_ha": 0.3257,
  "lumo_ha": 0.020,
  "spin_multiplicity": 1,
  "de_lowest_kcal_mol": 91.80,
  "e_homo_ev": -8.330,
  "total_charge": 0,
  "symbols": ["C", "C", "C", "C", "C", "C", "C", "C", "C", "C", "C", "N", "N", "S", "H", "H", "H", "H", "H", "H", "H", "H", "H", "H", "H", "H", "H", "H", "H", "H", "H", "H", "H", "H"],
  "coordinates": [[-1.095, 0.371, -1.815], [-1.446, -1.064, -1.460], [2.514, -0.008, 1.029], [-0.729, 1.008, -0.520], [-0.691, -1.478, -0.203], [0.007, -0.168, 0.159], [3.136, 1.364, 1.439], [0.139, 2.286, -0.613], [-1.907, 1.494, 0.224], [0.361, -2.553, -0.434], [-1.626, -1.889, 0.871], [1.370, -0.039, 1.939], [0.274, -0.012, 1.455], [2.162, -0.170, -0.738], [-0.186, 0.377, -2.385], [-1.904, 0.830, -2.380], [-2.591, -0.981, -1.289], [-1.373, -1.888, -2.154], [3.154, -0.807, 1.491], [2.315, 1.975, 1.586], [3.688, 1.807, 0.538], [3.797, 1.397, 2.316], [-0.458, 3.007, -1.189], [1.077, 2.007, -1.151], [0.226, 2.738, 0.477], [-1.609, 1.907, 1.263], [-2.780, 0.826, 0.287], [-2.250, 2.373, -0.341], [0.988, -2.450, -1.378], [-0.108, -3.594, -0.597], [1.188, -2.601, 0.288], [-2.514, -1.315, 0.775], [-1.221, -1.803, 1.847], [-1.906, -2.946, 0.665]]
}



{
  "formula": "C11H20NO3",
  "method": "wB97M-V/def2-TZVPD",
  "homo_lumo_gap_ha": 0.4003,
  "lumo_ha": -0.102,
  "spin_multiplicity": 1,
  "de_lowest_kcal_mol": 4.04,
  "e_homo_ev": -13.672,
  "total_charge": 1,
  "symbols": ["C", "C", "C", "C", "C", "C", "C", "C", "C", "C", "C", "N", "O", "O", "O", "H", "H", "H", "H", "H", "H", "H", "H", "H", "H", "H", "H", "H", "H", "H", "H", "H", "H", "H", "H"],
  "coordinates": [[-4.723, -1.149, -0.296], [-1.875, 0.997, -0.371], [-0.861, -1.433, 1.655], [-0.978, 0.041, 1.889], [-0.727, 0.252, 0.360], [-2.199, 0.524, -1.755], [1.129, 0.774, -1.407], [1.730, 0.723, 1.070], [0.337, 2.605, 0.173], [0.235, -2.048, -0.620], [0.622, 1.046, 0.107], [-0.754, -1.287, 0.208], [-5.655, -0.633, 0.080], [-2.547, 1.772, 0.235], [-3.652, -1.561, -0.475], [0.039, -1.841, 2.218], [-1.774, -2.091, 2.068], [-0.124, 0.436, 2.432], [-1.945, 0.495, 2.184], [-3.251, 0.737, -1.794], [-2.050, -0.545, -2.001], [-1.568, 1.078, -2.403], [2.055, 0.104, -1.470], [1.447, 1.662, -1.940], [0.485, 0.398, -2.092], [2.667, 1.250, 0.789], [1.663, 1.163, 2.128], [1.959, -0.342, 1.177], [1.285, 3.108, 0.320], [-0.299, 2.951, 0.905], [-0.072, 3.132, -0.791], [1.286, -1.868, -0.357], [-0.143, -3.140, -0.450], [0.140, -1.782, -1.741], [-1.714, -1.535, -0.128]]
}



Max |F|? In order: 0.03865 0.04420 0.06718 0.06368 0.06298 0.09792 Eh/bohr.
Total energy? In order: -2421.81985 -1627.49157 -2747.01504 -1171.43248 -938.71729 -711.31572 hartree.